[1]
Molecular formula: C12H21Cl2EuO3PYb
Method: DFT, the ωB97M-V functional and the def2-TZVPD basis

XYZ file:
```
41
Properties=species:S:1:pos:R:3
Yb -1.852 -3.229 -2.551
Eu 1.371 -0.308 -0.085
Cl -1.759 -4.199 -0.353
Cl -0.487 1.283 -0.881
C 1.630 1.616 1.590
C -0.053 -1.621 -3.066
C -2.406 -0.857 -2.847
O 1.722 2.628 2.131
O 0.668 -0.850 -3.548
O -2.585 0.231 -3.183
C -1.381 1.857 3.048
C -0.653 0.626 3.629
C -1.380 0.109 4.874
P -0.361 -0.588 2.270
C 1.081 -1.693 2.701
C 1.113 -2.068 4.185
C 1.166 -2.938 1.802
C -1.865 -1.659 2.135
C -2.109 -2.649 3.276
C -3.100 -0.808 1.819
H -2.472 1.726 3.092
H -1.103 2.081 2.010
H -1.125 2.728 3.668
H 0.363 0.931 3.936
H -2.441 -0.096 4.682
H -0.905 -0.772 5.319
H -1.341 0.904 5.633
H 1.969 -1.052 2.503
H 0.232 -2.657 4.475
H 1.997 -2.695 4.366
H 1.197 -1.190 4.839
H 1.133 -2.765 0.705
H 2.121 -3.441 2.015
H 0.355 -3.644 2.028
H -1.653 -2.273 1.233
H -2.212 -2.164 4.253
H -3.057 -3.170 3.072
H -1.336 -3.425 3.335
H -2.904 -0.085 1.014
H -3.905 -1.478 1.483
H -3.467 -0.267 2.703
```

Values from the calculation:
⟨S²⟩: 15.856
orbital gap (alpha / beta): 3.55 / 3.85 eV
HOMO (alpha / beta): -21.7 / -21.7 eV
lowest unoccupied orbital energy (alpha / beta): -18.17 / -17.88 eV
spin multiplicity: 8
charge: +4
electronic energy: -104073.0720 eV
maximum force: 0.1175 hartree/bohr

=====

[2]
Molecular formula: C12H21Cl6F3N2O4
Method: DFT, the ωB97M-V functional and the def2-TZVPD basis

XYZ file:
```
48
Properties=species:S:1:pos:R:3
C -1.602 -6.145 7.640
C -0.692 -4.980 7.368
O 0.481 -5.456 6.870
C 0.573 -5.661 5.520
O -0.328 -5.357 4.700
C 1.763 -6.516 5.177
F 2.716 -6.405 6.075
F 1.356 -7.808 5.163
F 2.139 -6.166 3.954
H -2.596 -5.798 7.920
H -1.265 -6.809 8.436
H -1.782 -6.724 6.734
H -0.567 -4.551 8.362
H -1.222 -4.260 6.744
Cl -2.891 8.427 1.812
C -2.002 7.823 0.366
Cl -0.705 8.995 -0.144
Cl -3.121 7.587 -0.989
H -1.579 6.869 0.680
Cl -5.945 2.498 -11.857
C -5.290 3.605 -10.568
Cl -5.692 3.177 -8.927
Cl -5.933 5.301 -10.990
H -4.202 3.660 -10.587
C -1.596 -1.281 -1.679
N -2.224 -0.035 -1.128
C -2.413 0.949 -2.228
C -2.379 0.348 0.188
O -2.694 1.444 0.619
H -1.094 -1.954 -0.984
H -0.911 -0.882 -2.427
H -2.390 -1.771 -2.242
H -3.136 1.735 -2.012
H -1.468 1.370 -2.573
H -2.842 0.457 -3.102
H -2.270 -0.482 0.904
C 4.332 2.071 -0.921
N 5.480 1.996 -1.792
C 5.467 2.824 -3.004
C 6.469 1.093 -1.631
O 7.370 0.815 -2.451
H 4.095 3.119 -0.740
H 4.551 1.763 0.101
H 3.566 1.537 -1.484
H 4.635 2.442 -3.596
H 5.233 3.884 -2.902
H 6.291 2.681 -3.703
H 6.313 0.572 -0.673
```

Values from the calculation:
orbital gap: 9.64 eV
HOMO: -9.4 eV
lowest unoccupied orbital energy: 0.21 eV
electronic energy: -107240.0566 eV
SMILES: CCOC(=O)C(F)(F)F.ClC(Cl)Cl.ClC(Cl)Cl.CN(C)C=O.CN(C)C=O
maximum force: 0.1000 hartree/bohr

=====

[3]
Molecular formula: C12H21Cl8F2NO4S
Method: DFT, the ωB97M-V functional and the def2-TZVPD basis

XYZ file:
```
49
Properties=species:S:1:pos:R:3
O -0.714 -0.130 1.430
C -0.072 -0.475 2.370
C 1.442 -0.410 2.432
N 2.073 -0.513 1.110
C 2.168 -1.884 0.553
C 1.522 -2.008 -0.815
O 2.005 -2.543 -1.754
F 0.303 -1.458 -0.873
S 3.487 0.292 0.975
O 3.843 0.322 -0.394
O 3.458 1.449 1.790
F 4.477 -0.716 1.668
H -0.560 -0.836 3.295
H 1.675 0.566 2.868
H 1.804 -1.178 3.127
H 3.208 -2.170 0.387
H 1.738 -2.601 1.253
Cl 3.959 -5.036 -0.439
C 4.837 -4.155 -1.723
C 6.179 -3.662 -1.240
Cl 5.988 -2.383 -0.015
H 4.200 -3.336 -2.048
H 4.974 -4.849 -2.550
H 6.736 -3.236 -2.072
H 6.762 -4.466 -0.798
Cl -5.377 0.192 0.647
C -4.612 1.349 -0.484
C -3.416 2.028 0.126
Cl -3.873 3.145 1.442
H -5.372 2.066 -0.784
H -4.305 0.781 -1.359
H -2.911 2.623 -0.634
H -2.710 1.307 0.532
Cl -6.317 0.202 -3.303
C -7.122 -0.883 -2.134
C -8.209 -1.701 -2.781
Cl -9.598 -0.702 -3.282
H -7.510 -0.269 -1.327
H -6.356 -1.541 -1.731
H -8.582 -2.432 -2.066
H -7.842 -2.222 -3.661
Cl 1.297 3.686 2.585
C 2.661 4.599 1.892
C 2.212 5.884 1.246
Cl 1.251 5.595 -0.227
H 3.163 3.947 1.183
H 3.345 4.821 2.710
H 3.084 6.464 0.950
H 1.605 6.478 1.925
```

Values from the calculation:
orbital gap: 10.80 eV
HOMO: -10.5 eV
lowest unoccupied orbital energy: 0.30 eV
electronic energy: -138914.6799 eV
SMILES: O=CCN(CC(=O)F)S(=O)(=O)F.ClCCCl.ClCCCl.ClCCCl.ClCCCl
maximum force: 0.0163 hartree/bohr

=====

[4]
Molecular formula: C12H21GeN2O7P2Y
Method: DFT, the ωB97M-V functional and the def2-TZVPD basis

XYZ file:
```
46
Properties=species:S:1:pos:R:3
Y -0.335 1.073 0.813
C 1.794 4.759 3.951
C 0.818 3.686 3.504
O -0.306 3.660 4.399
P 1.523 2.005 3.657
O 3.064 1.969 3.301
O 1.526 1.750 5.221
O 0.778 1.002 2.856
P 0.223 3.876 1.772
O 0.039 5.446 1.563
O -1.121 3.175 1.758
O 1.256 3.287 0.870
H 2.146 4.564 4.967
H 1.291 5.723 3.939
H 2.649 4.805 3.276
H -1.073 3.373 3.874
H 3.643 2.263 4.014
H 0.711 2.091 5.624
H -0.892 5.693 1.501
N 2.691 -4.169 -2.127
C 2.727 -3.084 -1.753
C 2.798 -1.730 -1.277
C 3.980 -1.003 -1.379
C 4.004 0.294 -0.902
C 2.852 0.820 -0.344
N 1.712 0.124 -0.253
C 1.679 -1.131 -0.710
H 4.856 -1.455 -1.824
H 4.900 0.895 -0.960
H 2.819 1.831 0.045
H 0.726 -1.639 -0.609
C -1.337 -0.855 -2.987
Ge -2.057 0.114 -1.417
C -3.927 0.538 -1.869
C -1.133 1.939 -1.595
C -1.640 -0.538 0.332
H -1.660 -0.399 -3.926
H -1.675 -1.892 -2.976
H -0.244 -0.860 -2.968
H -4.005 1.001 -2.854
H -4.348 1.210 -1.121
H -4.521 -0.377 -1.871
H -1.366 2.261 -2.610
H -0.033 1.975 -1.544
H -1.538 2.717 -0.936
H -2.205 -1.454 0.520
```

Values from the calculation:
orbital gap: 5.53 eV
HOMO: -5.9 eV
lowest unoccupied orbital energy: -0.34 eV
electronic energy: -106240.0560 eV
maximum force: 0.0023 hartree/bohr

=====

[5]
Molecular formula: C12H21I2N2OTi
Method: DFT, the ωB97M-V functional and the def2-TZVPD basis

XYZ file:
```
39
Properties=species:S:1:pos:R:3
C -3.242 -0.101 -0.111
I -3.445 0.800 2.415
H -3.900 -0.770 -0.701
H -3.416 0.949 -0.376
H -3.480 -0.334 1.002
C 0.699 3.563 -1.607
C 0.268 1.375 -1.208
N 0.878 2.502 -0.744
H -0.477 3.644 -3.474
I 1.609 -1.593 -2.593
N -0.359 1.791 -2.361
H 1.154 4.524 -1.437
Ti 0.283 -0.622 -0.603
C -1.803 -0.436 -0.344
O -1.424 -1.504 -0.974
C -0.097 3.120 -2.610
C -1.216 1.009 -3.236
H -1.442 1.654 -4.106
H -2.163 0.735 -2.727
H -0.685 0.093 -3.560
C 1.587 2.598 0.512
H 1.989 3.615 0.582
H 2.403 1.853 0.518
H 0.904 2.413 1.367
C 0.690 -0.727 3.304
C 1.015 -1.941 2.438
C 2.474 -2.355 2.638
C 0.146 -3.110 2.928
C 0.828 -1.682 0.961
H 0.851 -0.977 4.363
H -0.361 -0.424 3.171
H 1.337 0.125 3.053
H 2.674 -2.600 3.691
H 2.674 -3.242 2.023
H 3.152 -1.551 2.323
H -0.928 -2.881 2.895
H 0.329 -4.008 2.326
H 0.403 -3.345 3.969
H 0.862 -2.688 0.461
```

Values from the calculation:
⟨S²⟩: 0.795
orbital gap (alpha / beta): 2.92 / 3.96 eV
HOMO (alpha / beta): 1.8 / 0.5 eV
lowest unoccupied orbital energy (alpha / beta): 4.67 / 4.48 eV
spin multiplicity: 2
charge: -2
electronic energy: -57125.2873 eV
maximum force: 0.1220 hartree/bohr

=====

[6]
Molecular formula: C12H21IN4O4
Method: DFT, the ωB97M-V functional and the def2-TZVPD basis

XYZ file:
```
42
Properties=species:S:1:pos:R:3
C -2.263 -2.875 1.302
C -2.650 -1.966 0.415
C -2.196 -2.209 -1.002
O -2.924 -2.767 -1.785
O -0.923 -1.784 -1.303
C -0.806 -1.066 -2.541
C -1.338 0.399 -2.497
C -0.159 1.391 -2.635
C -0.103 2.441 -1.512
C -0.173 1.776 -0.118
C 0.921 2.181 0.897
N 1.715 0.985 1.229
C 3.112 0.787 0.848
O 3.520 1.732 -0.103
O 4.218 1.026 -1.111
C 1.119 0.021 1.914
N -0.149 0.146 2.318
C -0.491 -0.968 2.934
N 0.561 -1.789 2.918
N 1.602 -1.188 2.302
H -1.501 -3.592 0.989
H -2.691 -2.924 2.292
H -3.267 -1.006 0.718
H -1.326 -1.642 -3.313
H 0.256 -1.097 -2.791
H -1.867 0.496 -1.546
H -2.035 0.497 -3.329
H -0.274 1.925 -3.583
H 0.796 0.857 -2.663
H 0.828 3.012 -1.610
H -0.942 3.134 -1.614
H -0.068 0.699 -0.278
H -1.153 1.921 0.337
H 1.544 3.019 0.594
H 0.418 2.497 1.814
H 3.747 0.835 1.744
H 3.188 -0.209 0.397
H 3.726 1.168 -1.934
H -1.461 -1.201 3.370
H 0.517 -2.712 3.320
H 2.504 -1.594 2.130
I -3.532 -0.354 2.487
```

Values from the calculation:
orbital gap: 5.83 eV
HOMO: -6.3 eV
lowest unoccupied orbital energy: -0.43 eV
electronic energy: -35028.2448 eV
maximum force: 0.0978 hartree/bohr

=====

[7]
Molecular formula: C12H21NO
Method: DFT, the ωB97M-V functional and the def2-TZVPD basis

XYZ file:
```
35
Properties=species:S:1:pos:R:3
C -0.735 -0.696 2.564
C -0.425 -2.342 1.001
C -0.599 0.499 1.662
C -0.080 0.090 0.312
C 2.005 -0.861 -0.858
C 2.185 -0.055 1.370
C 1.592 1.576 -0.519
C -2.429 -0.583 -0.313
C -0.729 -0.404 -2.093
C -1.545 1.607 -0.945
C 1.435 0.161 0.062
C -1.165 0.159 -0.750
N -0.529 -1.899 2.156
O -0.142 -3.140 0.177
H -1.108 -0.483 3.669
H -1.628 1.081 1.612
H 0.112 1.291 2.201
H 1.968 -1.934 -0.527
H 3.111 -0.849 -1.117
H 1.525 -0.974 -1.930
H 3.260 0.082 1.115
H 2.072 0.677 2.265
H 1.787 -1.004 1.883
H 1.610 1.567 -1.640
H 2.689 1.867 -0.322
H 0.957 2.294 -0.054
H -2.739 -0.095 0.619
H -2.323 -1.669 -0.370
H -3.213 -0.161 -0.933
H 0.255 -0.052 -2.437
H -0.471 -1.465 -1.997
H -1.607 -0.246 -2.745
H -0.843 2.243 -1.666
H -1.785 1.977 0.063
H -2.465 1.742 -1.514
```

Values from the calculation:
orbital gap (alpha / beta): 5.68 / 5.15 eV
HOMO (alpha / beta): -6.4 / -6.2 eV
lowest unoccupied orbital energy (alpha / beta): -0.77 / -1.05 eV
electronic energy: -16316.0421 eV
maximum force: 0.0992 hartree/bohr

=====

[8]
Molecular formula: C12H21NO3Si
Method: DFT, the ωB97M-V functional and the def2-TZVPD basis

XYZ file:
```
38
Properties=species:S:1:pos:R:3
C 2.453 -1.608 -0.761
O 1.452 -1.110 0.065
Si 1.741 0.234 1.049
C 0.184 1.249 1.396
C -1.043 0.598 2.128
C -2.241 0.459 1.196
N -1.858 -0.006 -0.135
C -2.544 0.059 -1.427
C -3.374 1.107 -1.778
C -3.811 1.132 -3.073
C -3.538 0.126 -3.949
C -2.695 -0.917 -3.620
C -2.141 -0.954 -2.327
O 2.152 -0.284 2.606
C 2.685 -1.562 2.739
O 2.990 1.222 0.537
C 4.235 1.380 1.131
H 3.198 -2.007 -0.050
H 2.882 -0.838 -1.361
H 1.901 -2.334 -1.348
H 0.466 2.041 2.102
H -0.065 1.832 0.515
H -1.243 1.179 3.080
H -0.714 -0.388 2.441
H -3.064 -0.201 1.628
H -2.678 1.486 1.088
H -1.044 -0.567 -0.129
H -3.597 1.790 -1.042
H -4.490 1.862 -3.411
H -4.159 -0.040 -4.815
H -2.544 -1.749 -4.334
H -1.529 -1.823 -2.152
H 1.878 -2.301 2.615
H 3.251 -1.747 3.655
H 3.415 -1.672 1.938
H 4.546 2.422 0.812
H 4.018 1.330 2.238
H 4.926 0.601 0.755
```

Values from the calculation:
orbital gap: 8.38 eV
HOMO: -7.6 eV
lowest unoccupied orbital energy: 0.81 eV
electronic energy: -28296.3811 eV
SMILES: CO[Si](CCCNc1ccccc1)(OC)OC
maximum force: 0.0796 hartree/bohr